{
  "formula": "C19H40N2Si",
  "method": "the ωB97M-V functional and the def2-TZVPD basis",
  "species": ["Si", "C", "C", "C", "C", "C", "C", "C", "H", "H", "H", "H", "H", "H", "H", "H", "H", "H", "C", "C", "N", "C", "C", "C", "C", "H", "H", "H", "H", "H", "H", "H", "H", "H", "H", "H", "H", "H", "H", "H", "C", "C", "N", "C", "C", "C", "C", "H", "H", "H", "H", "H", "H", "H", "H", "H", "H", "H", "H", "H", "H", "H"],
  "coordinates": [[-3.7028, 1.5477, 4.5330], [-4.3063, 0.5477, 3.0225], [-5.7757, 0.9030, 2.8190], [-6.7234, 0.2202, 3.5290], [-8.0418, 0.5743, 3.3668], [-8.3639, 1.5778, 2.5096], [-7.4221, 2.2634, 1.8031], [-6.1035, 1.9218, 1.9569], [-2.4038, 2.2093, 4.3074], [-3.7268, 0.6325, 5.6911], [-4.6863, 2.6125, 4.8253], [-3.7357, 0.7655, 2.1187], [-4.2462, -0.5252, 3.2105], [-6.4226, -0.5610, 4.2137], [-8.7739, 0.0368, 3.9551], [-9.4063, 1.8481, 2.3780], [-7.6733, 3.0802, 1.1401], [-5.2966, 2.4255, 1.4401], [-0.5409, -0.4513, 3.0343], [-0.2002, -1.4696, 1.9580], [-0.8918, -1.2371, 0.7035], [-0.7553, -2.3375, -0.2365], [0.6427, -2.6497, -0.7819], [-0.7429, 0.0938, 0.1372], [0.6748, 0.5844, -0.1877], [-1.6149, -0.4317, 3.2255], [-0.0373, -0.7166, 3.9652], [-0.2154, 0.5554, 2.7690], [-0.4879, -2.4573, 2.3288], [0.8941, -1.4922, 1.8333], [-1.4328, -2.1667, -1.0778], [-1.1365, -3.2387, 0.2546], [0.9510, -1.9304, -1.5401], [0.6391, -3.6312, -1.2616], [1.4002, -2.6748, 0.0021], [-1.2001, 0.8081, 0.8276], [-1.3579, 0.1583, -0.7642], [1.3910, 0.3359, 0.5971], [0.6708, 1.6718, -0.2908], [1.0410, 0.1822, -1.1312], [4.2709, -1.2651, -1.2165], [4.2603, -1.0564, -2.7229], [4.2193, 0.3400, -3.1159], [3.9637, 0.5264, -4.5349], [5.0140, 0.0240, -5.5332], [5.2550, 1.1869, -2.5482], [6.7185, 0.8215, -2.8316], [3.4005, -0.7992, -0.7516], [4.2405, -2.3332, -0.9949], [5.1721, -0.8658, -0.7492], [3.3686, -1.5492, -3.1210], [5.1251, -1.5850, -3.1541], [3.7800, 1.5883, -4.7207], [3.0150, 0.0301, -4.7644], [5.8791, 0.6839, -5.5803], [4.5820, -0.0014, -6.5360], [5.3581, -0.9844, -5.3023], [5.1144, 1.2131, -1.4647], [5.0760, 2.2166, -2.8683], [6.9038, -0.2501, -2.7484], [7.3662, 1.3204, -2.1071], [7.0375, 1.1529, -3.8184]],
  "spin_multiplicity": 1,
  "total_charge": 0,
  "smiles": "[SiH3]Cc1ccccc1.CCN(CC)CC.CCN(CC)CC"
}



{
  "formula": "C6H14N2O2",
  "method": "the ωB97M-V functional and the def2-TZVPD basis",
  "species": ["C", "C", "C", "O", "N", "H", "H", "H", "H", "H", "H", "H", "C", "C", "C", "O", "N", "H", "H", "H", "H", "H", "H", "H"],
  "coordinates": [[2.5568, 0.8948, 0.4677], [-0.2766, 1.8889, -1.7674], [1.7953, 1.8109, -0.4556], [2.1350, 2.8768, -0.8610], [0.5081, 1.2014, -0.7569], [3.6275, 0.8494, -0.0028], [0.1501, 0.2047, -0.4935], [-0.8691, 2.8701, -1.4612], [2.6148, 1.3178, 1.4965], [2.1884, -0.0819, 0.8148], [0.3701, 1.7267, -2.6579], [-1.0896, 1.1792, -2.1149], [0.2407, -2.7532, 0.2340], [-2.4122, 0.0216, 0.9729], [-1.8680, -1.4029, 0.5727], [-2.5289, -2.1863, -0.0567], [-0.5568, -1.7028, 0.9257], [-0.1240, -1.2256, 1.6945], [-0.2231, -2.8907, -0.7274], [-2.3865, 0.7443, 0.1706], [1.2159, -2.3075, -0.1100], [0.2512, -3.5807, 1.0265], [-3.4623, -0.0106, 1.2516], [-1.8567, 0.5557, 1.8379]],
  "spin_multiplicity": 1,
  "total_charge": 0,
  "smiles": "CNC(C)=O.CNC(C)=O"
}



{
  "formula": "C19H62N10O19",
  "method": "the ωB97M-V functional and the def2-TZVPD basis",
  "species": ["C", "C", "O", "O", "H", "H", "H", "H", "H", "H", "C", "C", "O", "O", "H", "H", "H", "H", "H", "H", "C", "C", "O", "O", "H", "H", "H", "H", "H", "H", "C", "C", "O", "O", "H", "H", "H", "H", "H", "H", "C", "C", "O", "O", "H", "H", "H", "H", "H", "H", "C", "C", "O", "O", "H", "H", "H", "H", "H", "H", "C", "C", "O", "O", "H", "H", "H", "H", "H", "H", "C", "O", "N", "N", "H", "H", "H", "H", "C", "O", "N", "N", "H", "H", "H", "H", "C", "O", "N", "N", "H", "H", "H", "H", "C", "O", "N", "N", "H", "H", "H", "H", "C", "O", "N", "N", "H", "H", "H", "H"],
  "coordinates": [[-2.6851, 4.7682, -0.5274], [-2.7057, 3.6109, 0.4699], [-1.6551, 3.7239, 1.4483], [-2.0693, 4.3913, -1.7624], [-2.2598, 5.6868, -0.1136], [-3.7050, 5.1259, -0.7344], [-2.4431, 2.6752, -0.0327], [-3.6780, 3.4987, 0.9394], [-0.8598, 4.1369, 1.0606], [-1.5869, 5.1654, -2.0620], [0.1677, -0.6356, 4.8549], [-0.2125, -0.0399, 6.2182], [-1.2585, 0.9135, 6.1056], [-0.3859, 0.1384, 3.7720], [-0.2409, -1.6419, 4.7244], [1.2351, -0.6574, 4.6265], [0.6137, 0.5706, 6.5887], [-0.4152, -0.8408, 6.9292], [-2.1204, 0.4871, 6.1723], [-0.8086, 0.9248, 4.1537], [0.8405, -5.5873, 1.6411], [1.0539, -4.7718, 0.3536], [2.0918, -3.8139, 0.4815], [0.6803, -4.6727, 2.7467], [1.6990, -6.2483, 1.7716], [-0.1159, -6.0942, 1.5555], [0.1223, -4.2180, 0.2276], [1.2840, -5.4383, -0.4804], [2.9069, -4.2973, 0.6721], [1.5401, -4.2878, 2.9450], [1.8310, 3.8913, 1.8477], [1.8142, 4.9128, 0.7166], [0.4498, 5.1659, 0.3104], [1.0541, 4.1583, 3.0080], [2.8678, 3.7242, 2.1479], [1.4540, 2.9267, 1.4726], [2.3360, 4.4516, -0.1290], [2.3047, 5.8669, 0.9304], [0.5456, 5.5532, -0.5649], [0.2384, 4.5872, 2.7140], [1.1352, 3.8516, -3.4475], [1.1215, 2.6904, -2.4822], [2.4258, 2.2958, -2.1029], [1.7974, 3.5431, -4.6564], [1.7200, 4.6661, -2.9867], [0.1179, 4.1603, -3.6889], [0.6743, 1.8216, -2.9812], [0.4319, 2.8325, -1.6406], [2.3828, 1.5863, -1.4541], [2.7421, 3.4986, -4.4798], [-3.7913, 0.5851, -3.9065], [-2.9028, 1.7647, -3.5609], [-1.9307, 1.5274, -2.5020], [-3.1528, -0.3406, -4.7818], [-4.6660, 0.9607, -4.4560], [-4.2974, 0.1255, -3.0520], [-3.5748, 2.4355, -3.0159], [-2.4295, 2.2584, -4.4070], [-1.9861, 2.2974, -1.9357], [-3.7429, -0.9723, -5.1991], [-4.1223, -3.3654, 2.3396], [-2.7110, -3.8111, 1.9426], [-1.7065, -2.9837, 2.5649], [-4.1279, -3.2331, 3.7666], [-4.8453, -4.1409, 2.0993], [-4.3409, -2.3857, 1.9035], [-2.5298, -3.8368, 0.8590], [-2.5216, -4.8475, 2.2459], [-0.9197, -3.5077, 2.3162], [-3.4218, -2.6019, 3.9527], [3.6911, -1.2480, -3.8414], [4.3726, -1.5889, -4.7986], [4.1412, -1.1335, -2.5552], [2.3694, -0.8577, -3.9437], [5.1405, -1.1941, -2.4712], [3.5128, -1.1901, -1.7776], [1.8440, -1.1584, -4.7418], [1.8964, -0.6035, -3.1031], [-3.4064, 0.2059, 1.1408], [-4.4508, 0.5892, 0.6129], [-2.5002, -0.6865, 0.6259], [-3.1240, 0.4736, 2.4495], [-2.6853, -1.0963, -0.2714], [-1.8716, -1.0999, 1.2911], [-2.3351, 0.0088, 2.8597], [-3.8261, 0.9712, 2.9648], [-0.6843, -2.8572, -4.2152], [-0.0960, -3.8097, -3.7192], [-1.6512, -2.9512, -5.1656], [-0.5327, -1.5629, -3.7785], [-2.1414, -2.1029, -5.3722], [-2.0078, -3.8093, -5.5349], [0.1486, -1.4579, -3.0477], [-1.3079, -0.9338, -3.9102], [0.8161, -0.4299, -0.1238], [1.2373, -0.6946, -1.2563], [0.9494, -1.3208, 0.8942], [0.3543, 0.7610, 0.2967], [0.4534, -1.1788, 1.7586], [1.4812, -2.1757, 0.7787], [0.3047, 0.9811, 1.2760], [-0.0867, 1.3893, -0.3521], [6.0771, -1.7280, 1.0815], [5.9585, -1.7214, -0.1381], [7.3091, -1.8158, 1.6589], [5.0179, -1.5950, 1.9348], [7.4927, -1.7149, 2.6409], [8.1114, -1.6967, 1.0686], [4.1132, -1.4982, 1.5073], [5.1616, -1.1530, 2.8244]],
  "spin_multiplicity": 1,
  "total_charge": 0,
  "smiles": "NC(N)=O.NC(N)=O.NC(N)=O.NC(N)=O.NC(N)=O.OCCO.OCCO.OCCO.OCCO.OCCO.OCCO.OCCO"
}



{
  "formula": "C30H44AuN4Se2",
  "method": "the ωB97M-V functional and the def2-TZVPD basis",
  "species": ["Au", "C", "C", "C", "C", "N", "C", "Se", "N", "C", "C", "C", "C", "C", "C", "C", "C", "C", "C", "H", "H", "H", "H", "H", "H", "H", "H", "H", "H", "H", "H", "H", "H", "H", "H", "H", "H", "H", "H", "H", "H", "C", "C", "C", "C", "N", "C", "Se", "N", "C", "C", "C", "C", "C", "C", "C", "C", "C", "C", "H", "H", "H", "H", "H", "H", "H", "H", "H", "H", "H", "H", "H", "H", "H", "H", "H", "H", "H", "H", "H", "H"],
  "coordinates": [[0.6031, 0.6636, 0.4963], [0.8471, 0.1349, 5.5048], [0.4484, -1.3546, 5.6502], [-0.6111, -1.8783, 4.7247], [-0.3702, -1.7008, 3.1967], [0.4826, -2.6843, 2.5099], [1.5905, -2.4452, 1.8043], [2.3827, -0.7531, 1.5893], [2.0759, -3.6024, 1.3559], [3.2497, -3.7200, 0.5463], [4.5647, -3.6165, 1.3474], [4.8881, -4.7643, 2.2417], [4.4380, -4.6321, 3.6887], [1.2530, -4.6556, 1.7376], [1.3328, -6.0037, 1.6263], [0.2607, -6.7628, 2.1894], [-0.8696, -6.1219, 2.6259], [-0.9191, -4.7830, 2.8309], [0.1629, -4.0629, 2.3738], [1.6250, 0.4936, 6.2021], [0.0027, 0.8353, 5.5502], [1.3459, 0.3495, 4.5099], [0.2319, -1.6280, 6.7284], [1.4345, -1.9264, 5.5174], [-1.4774, -1.2844, 4.9644], [-0.8008, -2.9726, 4.9427], [0.1596, -0.7272, 3.1098], [-1.3399, -1.8171, 2.7702], [3.2859, -2.8954, -0.1617], [3.2093, -4.5966, -0.0955], [4.5285, -2.7103, 1.8798], [5.3941, -3.4786, 0.6968], [5.9803, -4.8116, 2.2537], [4.6897, -5.7787, 1.7973], [4.6869, -3.6445, 4.0738], [4.9138, -5.4660, 4.2232], [3.4139, -4.7887, 3.8173], [2.1613, -6.4935, 1.1486], [0.2775, -7.9106, 2.0523], [-1.6457, -6.6985, 3.1145], [-1.6576, -4.3672, 3.4900], [-2.6758, 5.7742, -0.3301], [-2.3608, 6.1637, -1.7712], [-0.8092, 6.3918, -1.9684], [0.0733, 5.1068, -1.6422], [-0.2909, 3.8882, -2.3935], [-0.7761, 2.7451, -1.8853], [-1.0703, 2.4049, -0.0506], [-0.9966, 1.8745, -2.8884], [-1.6066, 0.5191, -2.6851], [-3.0148, 0.4698, -2.4549], [-3.8959, 0.8907, -3.6943], [-4.2052, 2.3658, -3.8471], [-0.6386, 2.4544, -4.0834], [-0.6452, 1.9633, -5.4353], [-0.1439, 2.8419, -6.3852], [0.3354, 4.1204, -6.0406], [0.3498, 4.6133, -4.7599], [-0.1992, 3.7593, -3.7653], [-3.7679, 5.7331, -0.1563], [-2.2962, 6.4759, 0.4688], [-2.1625, 4.8438, -0.1248], [-2.8495, 7.1121, -2.1163], [-2.7502, 5.3572, -2.4166], [-0.5142, 7.1275, -1.2589], [-0.5265, 6.7860, -2.9403], [0.0699, 4.8056, -0.6568], [1.1209, 5.2482, -1.9114], [-1.0789, 0.1354, -1.8084], [-1.3803, -0.0951, -3.5561], [-3.2477, 0.9846, -1.5509], [-3.2304, -0.6026, -2.2184], [-4.9003, 0.3814, -3.5718], [-3.4995, 0.4239, -4.5809], [-5.2596, 2.5998, -3.8232], [-3.9089, 2.6480, -4.8615], [-3.6664, 2.9463, -3.0653], [-1.1008, 1.0408, -5.6786], [-0.2401, 2.4976, -7.3902], [0.6434, 4.7817, -6.8539], [0.8867, 5.4821, -4.4724]],
  "spin_multiplicity": 1,
  "total_charge": 1
}



Going through the records in order, we get total energy values of -1146.89239; -496.96131; -2738.31420; -6326.96064 Ha.
Going through the records in order, we get strongest force on any atom values of 2.20; 5.20; 2.25; 3.43 eV Å⁻¹.